1.
{"formula": "C35H27GeN2O2Pt", "method": "ωB97M-V with the def2-TZVPD basis set", "multiplicity": 6, "energy_ev": -103551.678, "homo_lumo_gap_ev": [6.7, 4.7], "homo_energy_ev": [-13.32, -14.26], "max_force_ev_per_a": 0.516, "s_squared": 8.824, "charge": 2, "elements": ["H", "C", "H", "C", "C", "N", "O", "C", "C", "H", "H", "C", "H", "C", "H", "C", "C", "H", "H", "H", "C", "C", "H", "C", "C", "H", "H", "C", "Ge", "C", "C", "C", "H", "C", "H", "C", "C", "H", "H", "O", "H", "C", "C", "H", "C", "C", "H", "H", "H", "C", "Pt", "H", "C", "C", "C", "N", "C", "C", "H", "H", "C", "H", "H", "H", "C", "C", "C", "C"], "coordinates": [[1.521, -1.024, 2.427], [-1.641, 2.727, 0.431], [5.436, -2.296, -2.066], [0.802, 3.484, 2.715], [0.506, 2.200, 3.061], [2.128, 6.148, 0.876], [-4.288, -0.144, 3.054], [-2.018, -5.133, 0.704], [-2.145, -0.664, -2.289], [-3.147, -0.780, -1.877], [-1.967, 0.392, -2.491], [-1.253, -3.314, -0.686], [3.137, -4.100, 1.063], [-1.785, -6.025, -0.332], [-4.254, 4.579, 1.602], [1.744, 3.738, 1.695], [-3.614, 3.720, 1.445], [-0.635, -3.883, -2.681], [-4.786, 2.347, 2.630], [2.637, 0.559, 0.906], [2.128, 1.386, 1.387], [2.090, -1.963, -1.392], [-1.973, -3.093, 1.338], [0.844, -0.240, 2.750], [3.205, -3.446, 0.203], [0.326, 4.317, 3.213], [-2.749, 5.943, 0.168], [-3.913, 2.514, 2.016], [-0.883, -1.448, -1.038], [2.261, -0.405, -3.728], [-1.289, -5.569, -1.547], [3.413, -1.008, -3.215], [-0.209, 1.990, 3.847], [2.428, 2.672, 1.062], [0.093, 1.937, -0.581], [-2.121, 5.077, 0.004], [1.979, 5.073, 1.259], [-1.118, -6.264, -2.358], [0.165, -0.125, -3.519], [-2.368, -0.838, 2.165], [4.363, -0.888, -3.721], [-1.022, -4.220, -1.724], [3.341, -1.794, -2.055], [3.176, 2.900, 0.316], [0.925, -1.333, -1.903], [4.488, -2.439, -1.561], [2.323, 0.185, -4.632], [-2.091, -1.232, -3.220], [-1.999, -7.077, -0.199], [2.049, -2.808, -0.269], [-0.741, -0.208, 1.148], [1.101, -3.009, 0.214], [-1.019, 5.154, -0.796], [-1.758, -3.780, 0.528], [-3.035, 1.445, 1.804], [-1.945, 1.553, 1.063], [4.416, -3.264, -0.433], [-0.221, 4.008, -1.016], [0.637, 4.082, -1.672], [0.297, -0.431, 3.666], [1.138, 1.091, 2.392], [5.305, -3.762, -0.072], [-2.416, -5.488, 1.645], [-0.752, 6.089, -1.269], [-2.467, 3.855, 0.632], [-3.307, 0.089, 2.415], [-0.519, 2.817, -0.416], [1.049, -0.579, -3.088]]}

---

2.
{"formula": "C18H14IN7SeV", "method": "ωB97M-V with the def2-TZVPD basis set", "multiplicity": 4, "energy_ev": -128444.923, "homo_lumo_gap_ev": [7.3, 7.6], "homo_energy_ev": [-13.58, -14.30], "max_force_ev_per_a": 2.749, "s_squared": 3.771, "charge": 2, "elements": ["C", "C", "C", "H", "C", "H", "H", "H", "H", "H", "N", "C", "C", "C", "N", "N", "C", "C", "Se", "C", "H", "C", "H", "H", "H", "N", "V", "H", "H", "I", "N", "C", "N", "C", "H", "N", "C", "H", "C", "C", "C", "C"], "coordinates": [[-1.279, 1.866, -2.399], [-2.246, -3.977, 0.905], [-1.327, 1.240, -3.648], [5.233, -0.766, 0.061], [-0.781, 1.138, -1.315], [-1.776, -3.063, -0.933], [-1.282, 4.475, 1.850], [0.355, 0.654, 2.937], [-2.635, -4.920, 0.556], [0.017, -1.718, -2.715], [-0.335, -0.136, -1.431], [-1.703, 3.225, -2.137], [3.211, -1.152, 0.178], [4.893, -2.259, 1.608], [-0.195, 0.870, 0.957], [-1.358, -1.936, 0.741], [-0.449, 2.617, 2.563], [-1.595, -2.196, 2.033], [-2.547, 5.561, -2.288], [-1.097, 3.009, 0.294], [5.929, -2.587, 1.607], [-0.069, 1.331, 2.204], [4.763, -1.540, 2.415], [4.261, -3.126, 1.794], [-0.878, -0.571, -4.710], [-2.180, 4.027, -3.055], [0.219, -0.897, 0.271], [-1.398, -1.470, 2.807], [4.734, -2.334, -0.566], [-2.697, -4.400, 3.958], [-2.018, 5.029, -0.703], [-1.611, 3.790, -0.812], [2.120, -0.773, 0.154], [-0.972, 3.467, 1.609], [-0.329, 2.940, 3.588], [-1.754, -3.042, 0.074], [-2.144, -3.475, 2.186], [-1.716, 1.782, -4.499], [-0.866, -0.057, -3.759], [-0.698, 1.700, 0.013], [4.574, -1.618, 0.244], [-0.374, -0.709, -2.637]]}

---

3.
{"formula": "C37H74AsCl18F6O9V", "method": "ωB97M-V with the def2-TZVPD basis set", "energy_ev": -386233.079, "homo_lumo_gap_ev": 8.2, "homo_energy_ev": -9.03, "max_force_ev_per_a": 2.719, "charge": 0, "elements": ["C", "C", "Cl", "H", "C", "H", "Cl", "H", "Cl", "H", "C", "H", "C", "H", "C", "O", "H", "C", "H", "C", "C", "C", "H", "H", "H", "O", "H", "Cl", "C", "C", "C", "C", "H", "H", "O", "H", "Cl", "H", "H", "O", "H", "Cl", "C", "H", "H", "H", "H", "H", "H", "C", "H", "C", "C", "C", "C", "H", "H", "H", "Cl", "H", "Cl", "C", "C", "C", "Cl", "H", "H", "C", "H", "F", "Cl", "H", "Cl", "H", "C", "H", "Cl", "F", "O", "C", "H", "O", "H", "Cl", "H", "H", "Cl", "H", "H", "H", "H", "H", "H", "H", "H", "H", "H", "C", "F", "H", "C", "C", "O", "C", "H", "H", "C", "F", "H", "H", "Cl", "Cl", "H", "H", "H", "H", "H", "H", "O", "C", "H", "H", "H", "H", "C", "V", "H", "C", "Cl", "H", "H", "H", "O", "C", "H", "H", "C", "F", "Cl", "As", "C", "H", "F", "H", "H", "H"], "coordinates": [[-5.632, -1.090, -5.906], [5.230, 3.405, 1.009], [4.504, 0.249, -2.934], [-2.466, -2.936, 1.837], [-3.565, -0.362, -0.629], [1.248, -7.063, 3.169], [0.827, 4.516, -0.774], [4.366, -2.926, -2.988], [5.434, 2.984, -2.577], [0.751, 0.512, -3.672], [-3.536, 5.804, 1.317], [-1.818, -0.802, 5.825], [-1.712, 4.372, -4.804], [-6.655, -1.109, -5.531], [2.637, -1.934, 4.474], [3.341, -1.620, 3.250], [4.173, 3.582, 0.808], [1.288, 0.696, -6.804], [-1.014, 0.090, 8.166], [-4.548, 3.596, 3.702], [1.240, -5.976, 3.097], [-4.333, 0.837, -5.912], [-1.214, 0.173, 4.447], [2.623, -1.729, -1.608], [3.229, -5.343, 3.603], [-5.306, 0.118, -6.591], [5.315, -0.440, 5.002], [-4.305, 1.902, 3.067], [1.007, -0.115, -4.526], [3.362, -3.337, -2.878], [3.281, -4.773, -0.963], [3.441, -4.774, -2.485], [1.066, 2.225, 2.669], [2.679, -3.011, 4.639], [4.912, -3.335, 1.607], [0.585, 2.375, -1.903], [-1.232, -2.875, -2.670], [-2.713, 4.604, -5.165], [-3.049, 5.036, -1.635], [2.965, -3.480, -0.595], [2.333, 1.462, -4.989], [-1.706, 2.964, -3.807], [2.596, -5.424, 2.719], [4.794, 1.961, -4.549], [1.317, -1.107, -4.195], [2.989, 0.384, 3.291], [-3.112, -0.375, 0.362], [4.540, -0.120, 2.649], [2.955, -0.062, -5.594], [0.948, 3.307, 2.724], [-3.314, 5.676, 2.377], [-3.399, 4.523, -0.740], [-0.165, 0.651, 6.315], [-4.857, 4.912, -0.414], [5.347, 1.623, -3.672], [0.928, -5.590, 4.068], [-5.539, 4.069, -0.525], [1.589, -1.646, 4.385], [-0.450, 3.601, 3.808], [2.692, -5.393, -2.980], [-2.070, -4.727, -0.563], [2.050, 0.539, -5.494], [3.403, -1.238, 5.613], [0.440, -5.517, 1.946], [-4.403, -1.907, -0.730], [-2.413, 2.176, 5.417], [-3.013, 0.178, -4.392], [-2.233, -4.241, -2.310], [-2.156, -1.422, 2.661], [-0.785, -1.264, 0.441], [-5.229, 3.519, 5.348], [-5.525, -1.891, -6.638], [-1.031, 5.678, -3.829], [2.163, 2.593, -1.241], [-0.842, 1.019, 7.622], [-5.234, 5.696, -1.071], [5.624, 1.802, 0.404], [-0.586, 1.331, 0.429], [-0.171, -0.163, -5.283], [-1.418, 0.164, 5.517], [4.155, -5.051, -0.375], [2.318, -4.150, 2.095], [-3.462, 6.855, 1.039], [-4.584, 1.056, -0.825], [4.080, 0.788, 5.264], [-5.318, 4.105, 3.124], [5.589, 3.611, 2.786], [-0.241, 1.643, 8.284], [0.749, -3.861, 0.648], [-3.628, 1.260, -6.628], [-1.969, -5.069, -2.968], [-3.555, 4.043, 3.747], [-3.486, 0.865, 5.844], [-3.352, 3.439, -0.843], [4.429, -5.027, -2.869], [-1.103, 4.198, -5.691], [-3.269, -3.996, -2.545], [-3.666, -0.261, -5.147], [0.254, -0.033, 2.376], [2.880, -3.200, -3.846], [-2.593, -2.413, 2.785], [0.879, -4.074, 1.710], [-2.133, 1.552, 7.342], [3.814, -0.313, 3.439], [-0.781, 0.335, -7.174], [6.338, 1.302, -3.994], [-4.764, -1.134, -4.648], [1.928, 1.013, 0.731], [0.707, -6.085, 1.055], [-0.610, -5.641, 2.212], [-1.791, -3.374, 4.038], [1.858, 3.670, -3.350], [3.992, -1.934, 6.211], [-3.021, -0.829, -5.817], [2.752, -0.761, 6.344], [0.342, 1.535, 5.929], [-0.423, 1.773, -6.170], [-4.773, 1.674, -5.370], [-4.794, 5.301, 0.944], [2.480, -2.801, -1.743], [0.373, -3.302, 2.289], [1.448, 1.677, -7.253], [-4.340, -2.113, -4.426], [0.593, -0.122, 6.439], [-2.468, 1.234, 5.964], [3.629, -2.452, 1.227], [-1.689, 5.565, 0.325], [-0.142, 0.743, -6.392], [2.434, 4.234, 3.217], [2.989, -6.192, 2.054], [0.530, 3.664, 1.782], [5.860, 4.059, 0.408], [4.187, -1.189, 0.375], [4.256, -0.215, 4.873], [-2.310, 4.100, 1.079], [-5.230, -0.734, -3.747], [-2.585, 4.960, 0.469], [0.788, -0.186, -1.230], [-4.317, -2.265, 3.193], [0.539, -0.044, 0.579], [1.356, 3.128, -1.742], [2.474, -5.437, -0.655], [1.686, -1.463, 0.816], [-2.784, -0.361, -1.389], [1.425, -3.013, -1.917], [1.609, -0.077, -7.501]]}

---

4.
{"formula": "C2H3N3O3", "method": "ωB97M-V with the def2-TZVPD basis set", "energy_ev": -12729.924, "homo_lumo_gap_ev": 9.2, "homo_energy_ev": -9.69, "max_force_ev_per_a": 5.535, "charge": 0, "smiles": "Nn1onc(O)c1=O", "elements": ["H", "N", "C", "C", "H", "O", "N", "O", "N", "O", "H"], "coordinates": [[-2.327, 0.345, -1.231], [-1.419, 0.521, -1.658], [0.754, -0.109, 0.841], [0.003, -0.726, -0.227], [-1.464, 0.286, -2.738], [-0.753, -1.760, -0.308], [0.611, 1.215, 0.922], [1.026, -0.893, 1.942], [-0.108, 0.301, -1.087], [0.237, 1.482, -0.335], [1.576, -0.505, 2.651]]}